(1)
The following is a DFT calculation (ωB97M-V/def2-TZVPD) of a structure of composition C50H61BCoN9O3S3.

Results
Max |F| in eV Å⁻¹: 0.12
E_LUMO in eV: 0.31
DFT total energy in hartree: -5262.8512
E_HOMO in eV: -6.571
Frontier orbital gap in eV: 6.9

Each line ends with the Mulliken charge.
CARTESIAN COORDINATES (ANGSTROEM)
Co1 -0.001 0.088 0.386  -0.18
C1 -2.844 -3.348 -4.543  -1.91
C2 -3.288 -3.933 -3.207  1.36
C3 -2.060 -4.502 -2.487  -1.31
C4 -4.304 -5.040 -3.508  -1.82
N1 -3.925 -2.957 -2.276  0.48
C5 -4.547 -3.435 -1.128  -0.01
C6 -4.887 -2.379 -0.382  -1.56
N2 -4.460 -1.234 -1.029  0.20
B1 -4.515 0.076 -0.205  0.40
N3 -3.934 1.324 -0.905  0.31
C7 -4.730 1.907 -1.858  -1.39
C8 -4.046 2.915 -2.419  -0.21
N4 -2.806 2.957 -1.814  0.57
C9 -2.752 1.968 -0.877  -0.12
S1 -1.508 1.856 0.343  -0.50
C10 -1.782 3.999 -2.143  1.75
C11 -2.223 4.754 -3.397  -2.40
C12 -0.446 3.329 -2.437  -0.96
C13 -1.675 4.993 -0.987  -1.40
N5 -3.888 -0.198 1.193  0.42
C14 -4.539 0.153 2.349  -1.89
C15 -3.864 -0.380 3.386  -0.15
N6 -2.785 -1.069 2.862  0.84
C16 -2.799 -0.917 1.510  -0.78
S2 -1.665 -1.557 0.372  0.17
C17 -1.856 -1.913 3.679  1.90
C18 -1.945 -3.364 3.206  -1.64
C19 -2.287 -1.846 5.142  -2.52
C20 -0.436 -1.369 3.572  -1.35
C21 -3.885 -1.581 -2.217  0.44
S3 -3.321 -0.502 -3.387  -0.31
H1 -2.468 -4.181 -5.142  0.56
H2 -3.668 -2.874 -5.073  0.44
H3 -2.058 -2.610 -4.425  0.16
H4 -1.563 -5.236 -3.125  0.55
H5 -1.358 -3.697 -2.262  0.14
H6 -2.340 -4.987 -1.550  0.36
H7 -3.869 -5.732 -4.229  0.45
H8 -4.581 -5.618 -2.628  0.42
H9 -5.209 -4.614 -3.943  0.42
H10 -4.695 -4.481 -0.941  0.51
H11 -5.386 -2.339 0.571  0.56
H12 -5.676 0.332 0.022  -0.27
H13 -5.709 1.522 -2.079  0.54
H14 -4.333 3.576 -3.211  0.55
H15 -2.345 4.084 -4.249  0.48
H16 -3.142 5.320 -3.242  0.54
H17 -1.437 5.468 -3.641  0.44
H18 -0.557 2.554 -3.197  0.38
H19 0.259 4.082 -2.796  0.56
H20 -0.041 2.876 -1.541  -0.47
H21 -2.639 5.473 -0.805  0.42
H22 -1.345 4.500 -0.075  -0.05
H23 -0.950 5.766 -1.249  0.47
H24 -5.441 0.738 2.330  0.65
H25 -4.072 -0.332 4.436  0.62
H26 -2.969 -3.732 3.296  0.41
H27 -1.618 -3.459 2.173  0.15
H28 -1.300 -3.980 3.835  0.48
H29 -3.299 -2.225 5.292  0.55
H30 -1.609 -2.478 5.715  0.46
H31 -2.213 -0.833 5.542  0.47
H32 -0.003 -1.559 2.592  -0.26
H33 -0.433 -0.297 3.782  0.32
H34 0.196 -1.858 4.317  0.69
C22 4.409 5.209 1.666  -1.45
C23 5.150 4.092 0.988  0.72
C24 6.479 4.231 0.605  -0.73
C25 7.160 3.202 -0.027  -0.76
C26 6.517 1.997 -0.266  -1.40
C27 5.199 1.821 0.125  0.22
C28 4.517 2.873 0.733  0.01
N7 3.165 2.722 1.146  0.05
C29 2.244 1.927 0.506  0.19
N8 2.338 1.910 -0.834  0.48
C30 1.676 1.068 -1.748  -0.35
C31 0.600 0.268 -1.386  2.04
C32 -0.010 -0.501 -2.364  0.21
C33 0.422 -0.454 -3.681  -0.80
C34 1.494 0.350 -4.026  -1.54
C35 2.138 1.120 -3.069  1.58
C36 3.307 1.992 -3.448  -1.94
N9 1.306 1.308 1.155  1.40
C37 1.237 1.508 2.575  -1.61
C38 0.302 2.421 3.059  -0.27
C39 0.172 2.653 4.420  -0.89
C40 1.006 1.992 5.308  -0.92
C41 1.955 1.105 4.824  -0.52
C42 2.086 0.832 3.465  1.20
C43 3.094 -0.177 3.001  -0.73
H35 5.000 6.123 1.660  0.41
H36 4.184 4.969 2.709  0.32
H37 3.456 5.406 1.170  0.29
H38 6.982 5.172 0.797  0.38
H39 8.191 3.339 -0.326  0.40
H40 7.043 1.180 -0.744  0.50
H41 4.696 0.872 -0.031  0.92
H42 2.966 2.900 2.119  0.54
H43 3.102 2.447 -1.208  0.29
H44 -0.859 -1.119 -2.114  -0.52
H45 -0.092 -1.036 -4.435  0.23
H46 1.841 0.387 -5.053  0.37
H47 3.519 1.896 -4.511  0.45
H48 4.216 1.713 -2.905  0.32
H49 3.113 3.052 -3.252  0.33
H50 -0.328 2.943 2.353  0.40
H51 -0.570 3.355 4.778  0.48
H52 0.925 2.171 6.373  0.37
H53 2.609 0.590 5.518  0.41
H54 3.719 -0.495 3.835  0.57
H55 3.734 0.212 2.209  -0.15
H56 2.589 -1.052 2.595  -0.02
O1 0.711 -3.892 -0.431  0.28
C44 1.982 -4.116 0.000  0.50
C45 2.472 -5.413 0.127  -0.90
C46 3.778 -5.637 0.530  -0.59
C47 4.619 -4.567 0.795  -0.86
C48 4.130 -3.278 0.655  -0.73
C49 2.815 -3.029 0.278  0.16
C50 2.374 -1.588 0.198  -0.18
O2 3.186 -0.732 -0.135  -0.41
O3 1.155 -1.404 0.579  0.43
H57 0.289 -4.738 -0.615  0.10
H58 1.820 -6.250 -0.100  0.46
H59 4.139 -6.654 0.626  0.39
H60 5.643 -4.734 1.101  0.41
H61 4.766 -2.421 0.836  0.41


(2)
The following is a DFT calculation (ωB97M-V/def2-TZVPD) of a cluster of 2 separate species, C50H61N5 in total in a non-equilibrium geometry.

Results
Max |F| in eV Å⁻¹: 4.27
E_LUMO in eV: -0.99
DFT total energy in hartree: -2215.3739
E_HOMO in eV: -6.570
Frontier orbital gap in eV: 5.6

Each line ends with the Mulliken charge.
CARTESIAN COORDINATES (ANGSTROEM)
C1 -3.055 -3.647 2.340  -0.95
N1 -2.837 -3.034 1.044  0.10
C2 -3.364 -3.730 -0.114  -0.95
C3 -2.328 -1.775 0.931  1.06
C4 -2.163 -1.176 -0.346  -1.25
C5 -1.829 0.160 -0.457  -0.99
C6 -1.519 0.949 0.671  1.60
C7 -1.144 2.369 0.580  -0.23
C8 -1.977 3.241 -0.133  2.36
C9 -2.399 4.507 0.353  -0.58
N2 -2.778 5.560 0.709  -0.76
C10 -2.712 2.860 -1.289  -0.38
N3 -3.295 2.694 -2.295  -0.72
C11 -1.787 0.372 1.933  -1.41
C12 -2.064 -0.975 2.078  -0.46
H1 -3.789 -3.084 2.938  0.34
H2 -3.428 -4.663 2.173  0.26
H3 -2.121 -3.700 2.916  0.31
H4 -4.161 -3.149 -0.603  0.37
H5 -2.581 -3.910 -0.862  0.28
H6 -3.763 -4.692 0.221  0.26
H7 -2.327 -1.749 -1.258  0.36
H8 -1.823 0.603 -1.446  0.32
H9 -0.572 2.817 1.381  0.42
H10 -1.828 1.041 2.792  1.03
H11 -2.128 -1.403 3.078  0.41
C13 0.130 1.888 -2.086  -0.71
C14 1.274 2.430 -2.899  2.09
C15 2.159 1.262 -3.324  -2.36
C16 0.672 3.115 -4.135  -2.01
C17 2.062 3.491 -2.104  0.07
C18 3.426 3.626 -2.372  -0.34
C19 4.020 4.888 -2.338  -1.33
C20 3.218 6.015 -2.154  0.05
C21 1.854 5.901 -1.841  1.27
C22 0.962 7.129 -2.049  1.66
C23 1.218 8.136 -0.924  -1.41
C24 -0.515 6.755 -2.207  -1.19
C25 1.363 7.835 -3.357  -1.82
C26 1.448 4.597 -1.398  -1.40
N4 0.950 4.468 -0.056  1.84
C27 1.578 3.648 0.901  -0.90
C28 1.753 2.279 0.771  0.88
C29 3.067 1.781 1.178  -0.26
C30 3.270 0.667 2.027  -0.48
C31 4.418 0.620 2.815  -0.58
C32 5.457 1.536 2.624  -0.68
C33 5.375 2.471 1.582  -0.78
C34 4.208 2.547 0.833  -0.25
N5 1.620 4.340 2.128  1.91
C35 2.603 4.222 3.216  -0.62
C36 3.743 5.081 3.228  0.44
C37 4.005 6.295 2.282  2.73
C38 5.464 6.777 2.346  -2.44
C39 3.133 7.480 2.710  -1.60
C40 3.806 5.925 0.830  -1.40
C41 4.722 4.879 4.203  -0.36
C42 4.584 3.943 5.208  -1.64
C43 3.434 3.180 5.252  -0.46
C44 2.411 3.330 4.314  0.43
C45 1.100 2.569 4.671  2.46
C46 1.312 1.471 5.726  -2.42
C47 0.558 1.829 3.485  -1.28
C48 0.048 3.560 5.182  -1.90
C49 0.739 5.413 1.984  -2.27
C50 0.386 5.521 0.689  -2.08
H12 -0.215 2.646 -1.386  -1.18
H13 -0.719 1.632 -2.733  1.07
H14 0.425 1.016 -1.498  0.31
H15 2.890 1.578 -4.075  0.50
H16 2.683 0.844 -2.455  0.40
H17 1.539 0.467 -3.760  0.43
H18 1.468 3.533 -4.765  0.39
H19 0.105 2.381 -4.724  0.55
H20 -0.008 3.928 -3.840  0.29
H21 4.030 2.759 -2.668  0.45
H22 5.086 4.994 -2.556  0.36
H23 3.665 7.004 -2.294  0.37
H24 2.268 8.459 -0.941  0.27
H25 0.578 9.017 -1.063  0.56
H26 1.020 7.721 0.067  0.18
H27 -0.678 6.301 -3.193  0.30
H28 -0.881 6.045 -1.464  0.00
H29 -1.119 7.671 -2.143  0.39
H30 1.279 7.153 -4.212  0.41
H31 0.689 8.684 -3.529  0.45
H32 2.387 8.222 -3.319  0.35
H33 0.947 1.628 0.445  -0.27
H34 2.489 -0.094 2.101  0.57
H35 4.518 -0.136 3.594  0.42
H36 6.344 1.515 3.261  0.39
H37 6.218 3.130 1.358  0.39
H38 4.110 3.207 -0.033  0.38
H39 6.160 5.955 2.139  0.44
H40 5.639 7.551 1.587  0.39
H41 5.703 7.229 3.315  0.54
H42 2.064 7.260 2.636  0.11
H43 3.357 7.728 3.758  0.44
H44 3.349 8.362 2.092  0.38
H45 2.772 5.749 0.570  -0.07
H46 4.151 6.727 0.160  0.87
H47 4.363 5.013 0.592  0.01
H48 5.632 5.472 4.204  0.37
H49 5.358 3.825 5.962  0.39
H50 3.344 2.470 6.071  0.37
H51 1.520 1.888 6.717  0.52
H52 0.406 0.855 5.810  0.36
H53 2.129 0.801 5.423  0.44
H54 0.380 2.519 2.672  -0.05
H55 1.246 1.063 3.125  -0.37
H56 -0.379 1.337 3.756  0.88
H57 -0.167 4.336 4.437  0.19
H58 -0.888 3.031 5.411  0.42
H59 0.409 4.043 6.099  0.43
H60 0.482 6.054 2.817  0.99
H61 -0.294 6.233 0.255  1.53


The lowest E_HOMO belongs to which entry? C50H61BCoN9O3S3